Entry 1:
17
Properties=species:S:1:pos:R:3:lowdin_charge:R:1 method="wB97M-V/def2-TZVPD" max_force_ev_per_a=4.40 total_energy_ha=-487.18911 e_above_lowest_ev=0.000 gap_ev="4.39 / 5.55" s_squared=8.7713 homo_ev="-10.42 / -13.42" lumo_energy_ev="-6.033 / -7.865" total_charge=+1 multiplicity=6 molar_mass_da=297.3
H 1.225 0.404 1.344 0.1637
C -0.658 -1.947 -0.123 -0.0298
O -0.578 -0.625 -0.659 -0.4148
C -1.653 0.202 -0.442 -0.1671
C -1.513 1.320 0.305 0.0985
H 0.341 -2.382 -0.234 0.0955
H -0.875 -1.917 0.953 0.1199
H -1.454 -2.507 -0.632 0.1206
H -2.602 -0.345 -0.447 0.1426
H 0.871 2.049 0.008 0.1382
H -0.942 2.116 -0.180 0.0736
H -2.365 1.650 0.898 0.1030
O 1.650 1.474 -0.382 -0.2419
C 2.102 0.431 0.521 -0.4221
O 2.286 -0.648 -0.246 -0.2900
Ir 1.128 -0.070 -1.670 1.3673
H 3.037 0.796 0.987 0.1427


Entry 2:
40
Properties=species:S:1:pos:R:3:lowdin_charge:R:1 method="wB97M-V/def2-TZVPD" max_force_ev_per_a=1.88 total_energy_ha=-1578.18967 e_above_lowest_ev=1.541 gap_ev=7.92 homo_ev=-7.90 lumo_energy_ev=0.012 molar_mass_da=370.4 smiles="CCOC(=O)c1oc2ccccc2c1CSc1nnc(-c2ccco2)o1"
C 0.187 4.637 -0.063 -0.0616
C -0.269 3.192 0.006 -0.2158
O 0.887 2.355 -0.027 0.0267
C 0.668 1.049 0.110 -0.4052
O -0.429 0.559 0.258 0.1117
C 1.909 0.272 0.058 -0.0960
O 3.082 0.923 -0.172 0.1310
C 4.049 -0.014 -0.191 -0.1905
C 5.408 0.180 -0.396 0.0114
C 6.210 -0.941 -0.377 -0.0783
C 5.682 -2.217 -0.161 -0.0860
C 4.335 -2.412 0.044 -0.0126
C 3.500 -1.295 0.029 -0.1050
C 2.095 -1.085 0.198 -0.1478
C 1.077 -2.125 0.455 -0.3336
S -0.106 -2.255 -0.955 1.0345
C -1.550 -1.867 -0.103 -0.7113
N -1.759 -1.951 1.177 0.0380
N -3.022 -1.555 1.385 0.1114
C -3.531 -1.259 0.225 -0.2632
C -4.860 -0.798 -0.028 -0.2037
C -5.884 -0.555 0.856 0.0032
C -6.970 -0.116 0.074 -0.0539
C -6.531 -0.124 -1.218 -0.1107
O -5.260 -0.534 -1.290 0.0721
O -2.633 -1.449 -0.778 0.1054
H -0.678 5.293 -0.045 0.0776
H 0.747 4.808 -0.978 0.0781
H 0.828 4.867 0.784 0.0784
H -0.914 2.935 -0.842 0.1314
H -0.826 2.989 0.928 0.1299
H 5.806 1.168 -0.563 0.1185
H 7.273 -0.833 -0.533 0.1038
H 6.350 -3.065 -0.158 0.1020
H 3.933 -3.400 0.208 0.1107
H 1.544 -3.101 0.574 0.0800
H 0.448 -1.892 1.314 0.0799
H -5.838 -0.682 1.917 0.1154
H -7.943 0.167 0.420 0.1022
H -7.015 0.132 -2.140 0.1221


Entry 3:
77
Properties=species:S:1:pos:R:3:lowdin_charge:R:1 method="wB97M-V/def2-TZVPD" max_force_ev_per_a=1.97 total_energy_ha=-11465.17673 e_above_lowest_ev=0.981 gap_ev=6.23 homo_ev=-4.50 lumo_energy_ev=1.732 total_charge=-1 molar_mass_da=992.9
C 1.446 -5.129 0.742 -0.1200
C 1.623 -3.717 0.015 -0.4460
C 2.436 -4.063 -1.323 -0.1277
C 2.387 -2.706 0.966 -0.2347
Al 1.866 -0.736 0.775 0.0430
Br -0.139 -0.380 2.138 0.1670
C 3.329 0.448 1.653 -0.2954
C 4.753 -0.012 1.097 -0.3205
C 5.420 1.115 0.196 -0.5745
Cl 5.699 0.412 -1.473 0.4880
B 1.656 -0.045 -1.178 -0.5202
O 1.748 -0.959 -2.296 0.0050
N 1.445 1.412 -1.534 -0.1579
C 0.031 1.704 -1.851 -0.2224
C 2.181 1.687 -2.805 -0.1334
H 2.454 -5.626 0.738 0.0683
H 1.134 -5.027 1.808 0.0639
H 0.771 -5.782 0.134 0.0667
H 0.602 -3.350 -0.234 0.0480
H 3.383 -3.482 -1.335 -0.0829
H 1.754 -3.847 -2.178 0.0757
H 2.670 -5.162 -1.373 0.0705
H 3.493 -2.914 0.876 0.0531
H 2.122 -3.005 2.024 0.0485
H 3.189 1.515 1.344 0.0263
H 3.242 0.325 2.761 0.0282
H 5.419 -0.250 1.964 0.0976
H 4.626 -0.930 0.465 0.0396
H 6.399 1.375 0.660 0.0066
H 4.829 2.055 0.139 0.0580
H 2.638 -1.336 -2.236 0.0474
H -0.668 1.324 -1.061 0.0732
H -0.307 1.261 -2.827 0.0326
H -0.103 2.814 -1.964 0.0445
H 2.267 2.788 -3.000 0.0844
H 1.680 1.200 -3.691 0.0831
H 3.211 1.246 -2.764 0.0484
C -3.240 -2.005 0.920 -1.0410
Cl -4.225 -3.194 1.791 0.4754
Cl -1.990 -2.790 -0.040 0.5352
H -3.883 -1.427 0.259 -0.0058
H -2.761 -1.347 1.642 -0.0399
C 5.298 4.309 2.883 -1.0441
Cl 4.346 3.063 3.690 0.5257
Cl 6.629 3.604 1.953 0.5534
H 4.653 4.864 2.207 0.0048
H 5.709 4.977 3.633 -0.0010
C -3.464 1.651 -3.471 -0.9869
Cl -2.127 2.814 -3.432 0.5921
Cl -3.347 0.421 -2.211 0.5213
H -4.392 2.191 -3.336 -0.0627
H -3.463 1.156 -4.439 0.0301
C -7.256 1.944 -2.024 -0.9963
Cl -6.313 3.421 -2.262 0.5456
Cl -6.414 0.785 -0.989 0.4894
H -8.200 2.208 -1.555 0.0266
H -7.441 1.482 -2.991 0.0290
C 2.677 7.313 4.208 -1.0049
Cl 4.400 7.716 4.158 0.5072
Cl 2.402 5.603 3.862 0.5425
H 2.294 7.538 5.199 0.0241
H 2.156 7.911 3.466 0.0250
C 6.934 -3.364 -2.471 -1.0023
Cl 7.184 -5.006 -3.082 0.4915
Cl 5.228 -3.053 -2.137 0.6047
H 7.500 -3.241 -1.551 0.0286
H 7.284 -2.654 -3.216 0.0248
C -8.027 -2.625 -0.422 -1.0160
Cl -9.328 -1.941 0.564 0.5042
Cl -8.076 -1.999 -2.072 0.4890
H -7.074 -2.366 0.025 0.0068
H -8.139 -3.705 -0.452 0.0290
C -11.148 0.191 3.247 -1.0383
Cl -10.754 1.883 2.922 0.4982
Cl -12.818 0.014 3.799 0.4931
H -11.016 -0.383 2.334 -0.0189
H -10.481 -0.184 4.018 0.0290


Entry 4:
113
Properties=species:S:1:pos:R:3:lowdin_charge:R:1 method="wB97M-V/def2-TZVPD" max_force_ev_per_a=0.42 total_energy_ha=-5342.70421 gap_ev=6.74 homo_ev=-4.65 lumo_energy_ev=2.097 total_charge=-1 molar_mass_da=957.0
C -3.529 2.237 1.037 -0.1791
C -2.274 2.859 0.391 -0.4915
P -1.025 3.489 1.634 0.7104
C -0.653 5.161 0.937 -0.4238
Ga 0.910 2.241 1.179 -0.2535
I 2.297 3.464 -0.712 0.2710
C 0.322 0.319 0.735 -0.3017
C 0.239 -0.154 -0.646 -0.8722
O -0.703 -0.450 -1.303 0.0184
Cl 1.883 -0.304 -1.411 0.5560
P 2.285 2.024 3.055 0.6420
C 3.958 1.771 2.287 -0.4259
C 2.452 3.769 3.652 -0.4156
H -4.448 2.641 0.605 0.0522
H -3.547 2.416 2.114 0.0389
H -3.537 1.161 0.862 0.0435
H -1.813 2.125 -0.273 0.0434
H -2.541 3.707 -0.246 0.0583
H -1.518 5.817 1.062 -0.0074
H 0.196 5.589 1.474 0.0153
H -0.389 5.126 -0.122 -0.0072
H 1.018 -0.319 1.284 0.0489
H -0.682 0.226 1.157 0.0364
H 4.382 2.711 1.928 0.0075
H 3.860 1.110 1.422 -0.0003
H 4.647 1.310 2.999 0.0087
H 3.014 4.392 2.950 0.0195
H 1.458 4.198 3.794 0.0045
H 2.968 3.782 4.615 0.0113
C 2.508 -4.273 0.368 -0.1069
C 2.737 -5.406 1.137 -0.1036
C 3.532 -5.321 2.272 -0.1059
C 4.096 -4.105 2.636 -0.1005
C 3.869 -2.975 1.864 -0.0840
C 3.076 -3.058 0.726 -0.0907
H 1.886 -4.333 -0.517 0.1003
H 2.295 -6.352 0.852 0.0990
H 3.711 -6.203 2.875 0.0945
H 4.711 -4.039 3.525 0.0967
H 4.305 -2.025 2.148 0.1001
H 2.897 -2.184 0.114 0.0374
C 4.096 -7.738 -3.856 -0.1023
C 3.229 -7.217 -4.807 -0.1079
C 2.700 -5.944 -4.641 -0.0946
C 3.042 -5.190 -3.527 -0.0868
C 3.911 -5.710 -2.578 -0.0928
C 4.437 -6.984 -2.741 -0.0942
H 4.506 -8.733 -3.984 0.0957
H 2.962 -7.804 -5.678 0.0852
H 2.021 -5.539 -5.381 0.1006
H 2.632 -4.196 -3.396 0.1044
H 4.174 -5.121 -1.709 0.0922
H 5.111 -7.389 -1.997 0.0994
C 0.315 -9.135 -6.361 -0.1003
C 1.194 -10.195 -6.536 -0.1023
C 1.158 -10.941 -7.706 -0.0994
C 0.244 -10.627 -8.702 -0.1022
C -0.635 -9.566 -8.528 -0.0998
C -0.600 -8.820 -7.357 -0.0929
H 0.346 -8.552 -5.449 0.1000
H 1.908 -10.436 -5.759 0.0994
H 1.843 -11.769 -7.841 0.0982
H 0.217 -11.207 -9.615 0.0975
H -1.346 -9.319 -9.306 0.0985
H -1.284 -7.993 -7.221 0.1014
C -2.810 -1.288 3.053 -0.0845
C -3.618 -1.850 4.032 -0.0975
C -4.601 -2.765 3.680 -0.1083
C -4.776 -3.120 2.349 -0.1070
C -3.968 -2.557 1.370 -0.0913
C -2.986 -1.643 1.723 -0.0925
H -2.045 -0.571 3.324 0.1035
H -3.482 -1.572 5.069 0.0982
H -5.233 -3.202 4.444 0.0941
H -5.543 -3.834 2.075 0.0943
H -4.103 -2.830 0.331 0.1007
H -2.356 -1.204 0.958 0.0824
C -5.711 8.047 0.380 -0.0992
C -5.198 6.816 0.768 -0.0930
C -4.186 6.753 1.715 -0.1118
C -3.685 7.921 2.272 -0.1097
C -4.195 9.152 1.884 -0.0941
C -5.210 9.215 0.938 -0.1013
H -6.500 8.095 -0.359 0.0973
H -5.588 5.903 0.335 0.1019
H -3.787 5.793 2.022 0.1013
H -2.891 7.869 3.007 0.1029
H -3.803 10.063 2.319 0.0990
H -5.608 10.175 0.634 0.0962
C -7.337 6.167 5.171 -0.0938
C -7.411 5.816 6.513 -0.1045
C -6.315 6.012 7.341 -0.1045
C -5.147 6.561 6.828 -0.0959
C -5.076 6.913 5.487 -0.0843
C -6.170 6.714 4.656 -0.0815
H -8.191 6.011 4.524 0.0987
H -8.321 5.387 6.912 0.0961
H -6.368 5.733 8.386 0.0963
H -4.291 6.711 7.473 0.0989
H -4.166 7.340 5.087 0.0885
H -6.111 6.984 3.610 0.0853
C 7.826 1.876 -4.164 -0.1133
C 6.874 1.005 -3.652 -0.1020
C 5.864 1.485 -2.830 -0.0835
C 5.802 2.836 -2.517 -0.0967
C 6.754 3.706 -3.030 -0.0960
C 7.766 3.228 -3.852 -0.1118
H 8.614 1.502 -4.806 0.0926
H 6.917 -0.050 -3.897 0.0964
H 5.116 0.811 -2.429 0.0961
H 5.006 3.192 -1.875 0.0047
H 6.705 4.761 -2.788 0.0983
H 8.509 3.909 -4.251 0.0928